[1]
3 unconnected molecules or ions with the total composition C19H44NO6PS2, computed with ωB97M-V with the def2-TZVPD basis set.

Atoms and positions in Å:
C1 -0.03192 -1.38514 2.40049
C2 1.12285 -0.57110 1.81648
C3 2.05127 -1.40438 0.92443
C4 1.83331 -1.20567 -0.57879
C5 1.78501 0.25716 -1.04839
C6 0.35367 0.75433 -1.40624
P1 -0.07757 2.39870 -0.69952
N1 1.11263 3.30464 -1.71269
C7 -1.35926 1.68449 0.54274
O1 -2.41731 2.62992 0.68796
C8 -3.47538 2.16022 1.47577
C9 -4.62300 1.63004 0.62340
O2 -4.17913 0.77262 -0.40189
C10 -4.33971 -0.61329 -0.20108
C11 -3.17890 -1.36348 -0.82411
H1 -0.75823 -0.74511 2.89815
H2 0.34409 -2.12055 3.11084
H3 -0.55207 -1.93600 1.61254
H4 1.68005 -0.14619 2.65191
H5 0.70325 0.26633 1.26321
H6 1.86865 -2.45892 1.14729
H7 3.09663 -1.23059 1.18489
H8 2.64726 -1.70882 -1.10248
H9 0.92430 -1.72961 -0.87714
H10 2.39553 0.33426 -1.94708
H11 2.25320 0.91697 -0.31770
H12 -0.37062 -0.01083 -1.14733
H13 0.30391 0.85585 -2.48978
H14 0.60999 2.95896 0.40756
H15 -1.13193 3.12168 -1.28645
H16 1.31241 2.89009 -2.61492
H17 1.98701 3.43420 -1.22160
H18 -1.78400 0.73630 0.21448
H19 -0.88506 1.55374 1.52369
H20 -3.87091 2.98515 2.07519
H21 -3.14103 1.39253 2.18257
H22 -5.13434 2.46914 0.15053
H23 -5.33858 1.13097 1.28486
H24 -4.41925 -0.86693 0.85970
H25 -5.26761 -0.94065 -0.68422
H26 -2.27690 -1.28990 -0.21930
H27 -2.98565 -1.01293 -1.83513
H28 -3.44846 -2.42011 -0.87918
O3 -0.97249 -1.39961 -3.68952
S1 -0.72359 -2.61741 -4.41839
O4 0.29545 -3.53573 -3.98179
C12 -2.27926 -3.47936 -4.62358
C13 -2.84569 -2.92044 -5.92482
C14 -1.66348 -2.85484 -6.90238
C15 -0.48787 -2.21208 -6.15544
H29 -2.89744 -3.29206 -3.74862
H30 -2.05238 -4.54186 -4.70487
H31 -3.65260 -3.54411 -6.30581
H32 -3.24687 -1.91929 -5.75462
H33 -1.39342 -3.86464 -7.21634
H34 -1.91087 -2.28804 -7.79827
H35 0.47934 -2.59801 -6.46593
H36 -0.49713 -1.12681 -6.23297
O5 2.10445 0.33643 5.53222
S2 3.43364 0.72510 5.92912
O6 4.07952 0.09928 7.05306
C16 4.49872 0.64687 4.49124
C17 4.37264 2.02912 3.85890
C18 4.42696 3.02882 5.02322
C19 3.47562 2.51491 6.11152
H37 4.16233 -0.16822 3.85424
H38 5.51060 0.45541 4.84666
H39 5.16536 2.20729 3.13402
H40 3.41616 2.11230 3.33783
H41 5.44465 3.07716 5.41483
H42 4.14928 4.03282 4.70673
H43 3.81195 2.74641 7.11850
H44 2.45825 2.87256 5.96760

Force components x, y, z for each atom (eV/Å):
0.09 -0.04 -0.29
-0.13 -0.17 0.26
-0.24 -0.09 0.04
0.22 -0.04 0.15
-0.17 0.00 -0.30
0.40 -0.13 0.01
-0.10 0.11 0.00
-0.13 -0.13 0.17
-0.29 0.22 0.07
0.32 0.21 -0.05
-0.36 -0.15 0.12
-0.02 0.09 0.12
0.16 0.05 -0.08
-0.02 -0.22 -0.15
-0.26 -0.26 0.12
-0.03 0.00 0.11
-0.04 0.00 0.10
-0.06 0.02 -0.04
0.04 0.11 0.04
0.13 0.08 -0.07
0.13 -0.07 0.03
0.07 0.19 -0.09
-0.01 -0.11 -0.03
-0.10 0.06 -0.10
0.07 0.12 0.00
0.07 -0.04 0.14
-0.14 0.05 0.12
-0.18 0.06 -0.04
0.06 -0.01 0.02
-0.04 -0.12 -0.11
0.04 0.09 -0.11
0.14 0.01 -0.05
0.08 -0.07 -0.02
0.04 -0.13 0.05
0.05 0.09 0.02
0.15 -0.06 -0.05
0.02 0.03 -0.10
-0.13 -0.03 -0.02
0.02 0.11 0.11
-0.12 0.03 0.05
0.09 0.09 -0.08
0.11 0.10 -0.03
0.07 -0.08 -0.02
0.08 0.12 0.11
-0.04 -0.18 -0.06
0.04 0.07 0.08
-0.15 -0.02 -0.11
0.06 0.03 0.00
0.00 0.01 0.05
-0.07 -0.03 -0.22
0.07 0.02 0.05
0.02 0.00 0.01
-0.01 0.00 -0.01
-0.01 0.00 0.02
0.00 -0.01 0.02
0.00 0.00 -0.01
0.04 0.02 0.06
-0.01 0.01 0.07
-0.07 -0.07 0.03
0.11 0.03 -0.04
-0.08 -0.06 0.03
0.06 0.10 -0.16
-0.04 0.01 0.05
-0.03 -0.04 0.00
0.11 0.21 -0.08
-0.04 -0.04 0.07
0.00 -0.01 0.02
0.00 0.01 -0.01
0.00 -0.02 -0.01
0.01 -0.02 0.00
0.00 0.01 0.00
-0.04 -0.05 0.04
-0.03 -0.06 -0.01

- Kohn-Sham gap (eV) = 8.8
- E_HOMO (hartree) = -0.303
- spin multiplicity = 1
- total energy (hartree) = -2394.134337
- net charge = 0



[2]
A molecular structure, C19H44NOP2SYb at a distorted geometry, computed with ωB97M-V with the def2-TZVPD basis set.

Atoms and positions in Å:
Yb1 1.24581 0.24885 1.33676
P1 -0.48644 -2.06582 -1.55050
P2 -0.29570 2.72045 0.59941
N1 1.14144 0.64194 -1.15958
C1 1.07692 -1.60820 -2.35657
H1 1.75431 -2.47179 -2.25494
H2 0.84825 -1.52129 -3.43104
C2 1.87429 -0.35690 -1.93245
H3 2.75011 -0.66173 -1.33083
H4 2.28893 0.11017 -2.84306
C3 1.65769 2.01078 -1.35179
H5 1.19805 2.48039 -2.24466
H6 2.74216 1.95730 -1.53995
C4 1.41458 2.86604 -0.09736
H7 1.59387 3.92521 -0.33136
H8 2.16798 2.59548 0.67706
C5 0.05928 3.30399 2.33188
C6 0.57219 2.11193 3.17260
H9 1.63400 1.85650 2.95773
H10 -0.09122 1.22251 3.08004
H11 0.56637 2.37051 4.23712
C7 -1.19247 4.04720 -0.30564
C8 -2.70821 3.93042 -0.05673
H12 -3.24763 4.46221 -0.85067
H13 -2.99976 4.37060 0.90526
H14 -3.03807 2.88341 -0.07404
C9 -1.73531 -2.51614 -2.78148
C10 -2.97712 -3.16426 -2.15032
H15 -3.75216 -3.24489 -2.92465
H16 -3.39319 -2.55915 -1.33508
H17 -2.77534 -4.17790 -1.77847
C11 -0.11561 -3.40995 -0.37710
C12 -1.19669 -3.60497 0.69050
H18 -0.76888 -4.19662 1.51333
H19 -2.05793 -4.15903 0.29319
H20 -1.54648 -2.65135 1.10676
C13 -1.10760 -0.57445 -0.74204
C14 -0.63010 5.45701 -0.06167
H21 0.24658 5.48091 0.59969
H22 -0.32303 5.89238 -1.02295
H23 -1.39826 6.11907 0.35956
C15 -1.17160 -3.33924 -3.95237
H24 -2.00634 -3.77841 -4.51269
H25 -0.60925 -2.69969 -4.64351
H26 -0.51848 -4.15756 -3.62178
C16 0.23234 -4.72197 -1.08942
H27 0.54888 -5.45664 -0.33550
H28 -0.63095 -5.14726 -1.62111
H29 1.06423 -4.60617 -1.79758
C17 -1.15965 3.96984 2.97975
H30 -2.05414 3.33486 2.91579
H31 -0.94795 4.13753 4.04424
H32 -1.39045 4.94629 2.53579
H33 0.86611 4.04990 2.23278
H34 0.80166 -3.05371 0.13834
H35 -1.01350 3.78800 -1.36594
H36 -2.05002 -1.53911 -3.18908
O1 -0.89343 -0.36873 0.52345
H37 -0.02632 0.58241 -1.44493
H38 -1.61980 0.13041 -1.47733
C18 3.98399 -1.55945 2.77869
S1 2.54011 -2.12645 1.81381
C19 1.25739 -2.01556 3.11586
H39 4.56283 -0.87020 2.15209
H40 4.58819 -2.44803 2.99819
H41 3.68460 -1.06896 3.71171
H42 0.97630 -3.05521 3.32831
H43 1.65360 -1.55281 4.02807
H44 0.33603 -1.49492 2.77844

Force components x, y, z for each atom (eV/Å):
-1.58 0.19 -1.49
-0.55 0.84 0.53
-0.21 -0.31 0.18
-2.69 0.28 -0.38
0.52 -0.49 -0.74
-0.25 0.17 -0.25
0.05 -0.08 0.34
0.45 0.17 -0.18
-0.20 -0.02 -0.25
-0.13 -0.31 0.19
0.00 0.26 -0.30
0.25 -0.14 0.38
-0.30 0.04 -0.03
0.29 0.29 -0.30
0.26 -0.23 0.14
-0.16 0.20 -0.16
0.27 0.50 -0.40
-0.15 0.25 0.22
-0.21 0.22 0.17
0.09 0.36 0.10
0.08 -0.08 -0.16
-0.02 0.04 0.03
-0.06 0.02 -0.16
0.08 -0.05 0.24
0.10 -0.13 -0.26
0.04 0.22 0.01
-0.08 0.03 -0.59
-0.14 -0.03 0.10
0.23 0.01 0.20
0.13 -0.15 -0.12
-0.03 0.28 -0.14
0.23 0.22 0.39
-0.22 -0.04 0.24
-0.16 0.06 -0.25
0.28 0.19 0.19
0.05 -0.25 -0.16
-0.92 -0.97 -0.11
0.00 0.40 -0.39
-0.24 0.03 -0.12
-0.05 0.05 0.36
0.24 -0.18 -0.05
0.10 -0.05 -0.13
0.23 0.11 0.10
-0.08 -0.25 0.11
-0.23 0.19 -0.16
0.16 -0.22 -0.05
-0.10 0.20 -0.20
0.26 0.17 0.20
-0.23 -0.08 0.12
-0.04 -0.13 0.34
0.19 0.13 0.01
-0.12 0.02 -0.21
0.12 -0.35 0.03
-0.16 -0.19 0.38
-0.34 -0.09 -0.33
-0.04 -0.08 0.34
0.09 -0.15 0.15
0.60 -0.32 -0.20
4.16 0.28 0.94
-0.06 -0.55 1.21
0.51 -0.21 -0.23
0.16 0.34 0.51
-0.35 -0.66 0.04
-0.03 -0.22 0.25
-0.08 0.39 0.06
0.04 -0.13 -0.31
-0.17 0.46 0.19
-0.12 -0.12 -0.30
0.26 -0.33 0.14

- Kohn-Sham gap (spin up / spin down) (eV) = 6.8 / 8.1
- E_HOMO (spin up / spin down) (hartree) = -0.459 / -0.506
- expectation value of S² = 0.753
- spin multiplicity = 2
- total energy (hartree) = -3119.349545
- net charge = +2
- ΔE to the lowest compared entry with this formula, charge and spin (eV) = 0.178



[3]
2 unconnected molecules or ions with the total composition C19H45BFN2O6PSi at a distorted geometry, computed with ωB97M-V with the def2-TZVPD basis set.

Atoms and positions in Å:
C1 3.65047 -3.61275 2.03302
C2 2.08087 -3.41681 1.95778
B1 1.73208 -2.27984 3.02730
O1 1.82248 -2.51389 4.40278
Si1 1.15502 -0.45839 2.41971
C3 2.76269 0.51468 2.08075
C4 2.58952 1.90266 1.41775
C5 3.99450 2.60066 1.41769
F1 3.90529 3.96329 1.70404
C6 0.05077 -0.68946 0.89285
C7 -0.99441 -1.85114 0.99841
C8 -2.45740 -1.37410 0.71078
C9 -2.98598 -0.40439 1.80178
C10 -3.41405 -1.08645 3.11863
N1 -3.53616 -0.12622 4.24538
C11 0.10119 0.24608 3.85286
C12 0.06898 1.80876 4.01163
C13 -0.87396 2.51564 3.04737
N2 -0.62805 2.61088 1.63458
O2 -1.88504 2.97596 3.47928
H1 4.10912 -2.72132 1.58250
H2 3.92232 -4.51462 1.47160
H3 3.90513 -3.68148 3.09987
H4 1.55287 -4.34343 2.26341
H5 1.77103 -3.12072 0.94377
H6 1.52823 -3.42705 4.55836
H7 3.35358 -0.09948 1.37019
H8 3.33215 0.53632 3.02559
H9 2.27674 1.84295 0.36506
H10 1.93042 2.59064 1.95771
H11 4.54656 2.15642 2.26553
H12 4.57581 2.38662 0.50851
H13 -0.48272 0.22351 0.58434
H14 0.72988 -0.93392 0.05051
H15 -0.77028 -2.57001 0.19411
H16 -1.02716 -2.35626 1.97899
H17 -2.53422 -0.90384 -0.28235
H18 -3.10069 -2.27427 0.74435
H19 -2.18201 0.31336 2.03780
H20 -3.85179 0.16868 1.42955
H21 -4.41580 -1.54363 3.01633
H22 -2.73346 -1.88355 3.46080
H23 -3.53314 0.83471 3.91650
H24 -2.77959 -0.24027 4.90798
H25 0.55273 -0.15039 4.78236
H26 -0.94403 -0.09731 3.85455
H27 1.10719 2.17885 4.00059
H28 -0.31859 2.02577 5.01953
H29 -1.40415 2.24561 1.09646
H30 -0.35970 3.54561 1.35070
C14 1.03490 2.54904 -5.66765
C15 0.86844 1.04791 -5.81222
O3 0.46688 0.44214 -4.58866
P1 -1.12562 0.14160 -4.26149
O4 -1.62361 -0.35391 -5.58503
O5 -1.00316 -1.27455 -3.45081
C16 -1.67899 -2.44573 -3.90875
C17 -0.76430 -3.28630 -4.77703
O6 -1.02827 0.87363 -2.78072
C18 -0.83430 2.27627 -2.65444
C19 -1.94273 3.08525 -3.29645
H31 0.08096 3.02450 -5.42474
H32 1.40659 2.98835 -6.59434
H33 1.73649 2.78731 -4.86600
H34 0.17313 0.82785 -6.62353
H35 1.82934 0.60490 -6.08270
H36 -2.59969 -2.18673 -4.43047
H37 -1.96526 -3.01638 -3.02251
H38 -0.30995 -2.69824 -5.57479
H39 -1.31301 -4.11664 -5.22522
H40 0.05588 -3.69326 -4.18186
H41 0.14736 2.55644 -3.04083
H42 -0.81179 2.49023 -1.58337
H43 -2.06969 2.82257 -4.35215
H44 -1.72987 4.15231 -3.22445
H45 -2.89494 2.88880 -2.79938

Force components x, y, z for each atom (eV/Å):
-1.43 0.18 -0.11
0.21 0.14 0.82
0.16 -0.21 -0.05
-0.87 -0.41 -0.97
-0.51 0.27 0.07
-0.76 -0.03 -0.74
1.74 0.81 0.05
-0.32 -1.14 1.12
-0.01 -0.12 -0.63
0.10 -0.43 -0.42
-0.74 0.62 -0.74
0.02 -0.17 0.89
0.25 -0.33 -0.07
-0.39 0.38 0.60
0.04 -0.17 -0.26
0.32 0.78 0.14
0.39 -0.56 0.35
0.35 0.05 -0.07
1.18 -0.83 -0.03
-1.33 0.32 0.68
0.18 -0.38 0.21
0.24 0.29 0.27
0.37 -0.15 -0.46
0.29 0.15 -0.37
0.04 -0.31 0.30
0.68 0.06 0.28
-0.18 0.07 0.42
-0.15 0.27 -0.30
-0.37 -0.22 0.47
0.00 -0.40 -0.14
0.02 0.31 -0.34
-0.25 0.56 0.08
0.41 -0.17 0.22
-0.28 0.20 0.26
0.05 -0.11 0.61
0.34 0.04 -0.32
0.13 -0.25 0.25
0.14 0.35 -0.34
-0.31 -0.11 -0.05
0.32 -0.11 0.08
0.49 -0.04 -0.34
-0.08 0.19 -0.44
0.06 -0.11 0.12
-0.08 0.17 -0.10
-0.17 0.14 -0.35
0.38 -0.18 -0.20
-0.37 0.10 -0.35
0.03 0.12 -0.45
-0.17 0.45 0.17
-0.18 -0.09 0.03
-0.07 0.03 0.20
0.37 0.12 -0.44
-0.97 0.84 0.07
5.47 -5.05 1.02
-2.08 2.80 0.67
-0.68 0.61 0.26
0.07 -0.28 -0.19
0.21 -0.06 -0.01
-2.14 0.77 -1.56
0.11 0.64 0.17
-0.16 -0.14 0.04
0.01 0.02 -0.08
-0.01 -0.04 -0.01
0.03 -0.02 -0.05
-0.11 -0.15 0.15
-0.04 -0.09 0.10
0.10 0.07 -0.09
0.07 0.14 0.10
-0.20 0.08 -0.03
0.01 0.00 0.03
-0.06 -0.03 0.03
-0.02 -0.14 -0.18
-0.01 -0.24 0.01
0.09 0.08 -0.02
0.01 -0.02 -0.05
0.04 0.01 -0.01

- Kohn-Sham gap (eV) = 8.6
- E_HOMO (hartree) = -0.327
- spin multiplicity = 1
- total energy (hartree) = -2067.514921
- net charge = 0



Q: What is the net charge in the third record?
A: 0